{"formula": "C7H10N3OS", "method": "ωB97M-V/def2-TZVPD", "relative_energy_kcal_mol": 27.9, "smiles": "C[C@@]1(c2nccs2)COC(=[NH2+])N1", "charge": 1, "homo_energy_ev": -13.0, "gap_ev": 9.780, "symbols": ["C", "C", "C", "N", "C", "C", "S", "C", "O", "C", "N", "N", "H", "H", "H", "H", "H", "H", "H", "H", "H", "H"], "positions_angstrom": [[-0.58129, -1.98134, -0.59083], [-0.00087, -0.60264, -0.22341], [-0.75057, 0.04497, 0.83034], [-0.18408, 0.25812, 1.98598], [-1.09696, 0.79841, 2.87716], [-2.36378, 0.97940, 2.39164], [-2.41175, 0.43506, 0.72576], [1.45367, -0.76755, 0.20588], [2.17722, 0.11182, -0.73432], [1.37290, 0.66426, -1.63214], [1.84579, 1.52927, -2.49985], [0.16956, 0.25993, -1.45649], [-0.23294, -2.48822, -1.53404], [-1.66114, -1.82291, -0.80607], [-0.28105, -2.54765, 0.31717], [-0.73491, 1.09694, 3.92337], [-3.25428, 1.44936, 2.66492], [1.61114, -0.19854, 1.18156], [1.68894, -1.84401, -0.00545], [1.07857, 2.03429, -3.01735], [2.79948, 1.80179, -2.61363], [-0.64365, 0.78921, -1.99020]], "nbo_charge": [-0.62, 0.06, -0.02, -0.43, -0.04, -0.38, 0.43, -0.10, -0.44, 0.79, -0.75, -0.56, 0.25, 0.23, 0.24, 0.25, 0.26, 0.29, 0.23, 0.42, 0.46, 0.44]}

---

{"formula": "C33H40N5O7S3SeTi", "method": "ωB97M-V/def2-TZVPD", "relative_energy_kcal_mol": 19.7, "charge": 1, "homo_energy_ev": -9.9, "gap_ev": 5.821, "symbols": ["Ti", "C", "C", "S", "C", "C", "S", "C", "C", "S", "H", "H", "H", "H", "H", "H", "H", "H", "H", "H", "H", "H", "O", "C", "O", "C", "C", "C", "N", "C", "C", "C", "O", "O", "H", "H", "H", "C", "O", "C", "C", "C", "C", "C", "C", "N", "C", "C", "C", "C", "C", "C", "C", "O", "H", "H", "H", "H", "H", "H", "H", "H", "H", "H", "H", "H", "H", "C", "N", "C", "C", "O", "N", "C", "C", "H", "H", "H", "H", "H", "H", "H", "H", "H", "H", "H", "H", "Se", "C", "N"], "positions_angstrom": [[-0.07001, -0.13532, 0.32242], [-0.83572, 5.57223, -0.40244], [0.19401, 5.45646, -1.52985], [0.34606, 3.79745, -2.26447], [2.14374, 3.58965, -2.17371], [2.74120, 3.57032, -0.76864], [2.00433, 2.34235, 0.35161], [1.71991, 3.36037, 1.82175], [0.81315, 4.58800, 1.67455], [-0.79226, 4.29012, 0.87323], [-1.84724, 5.49951, -0.80235], [-0.73861, 6.54506, 0.07735], [1.18228, 5.74896, -1.17663], [-0.08346, 6.14492, -2.32655], [2.61242, 4.38511, -2.75287], [2.33384, 2.64638, -2.68575], [2.64372, 4.54379, -0.29279], [3.80468, 3.34003, -0.83215], [2.69430, 3.68445, 2.18626], [1.30943, 2.65490, 2.54514], [1.31387, 5.37911, 1.11694], [0.61307, 4.97734, 2.67149], [-3.90678, -4.17020, 4.56543], [-3.88240, -4.36389, 3.33601], [-4.52690, -5.05968, 2.53518], [-2.79893, -3.47784, 2.63249], [-1.76724, -2.89089, 3.35705], [-0.89729, -2.02596, 2.73726], [-1.05163, -1.66976, 1.44878], [-2.06039, -2.24192, 0.74105], [-2.91630, -3.16491, 1.27764], [-2.19008, -1.73548, -0.66084], [-2.97598, -2.16355, -1.44976], [-1.34413, -0.71964, -0.88049], [-1.67143, -3.11981, 4.41224], [-0.06641, -1.58707, 3.26691], [-3.69296, -3.62353, 0.67818], [3.19201, -4.31405, -4.26364], [3.15240, -3.50846, -3.08241], [2.21890, -3.81265, -2.16181], [1.19568, -4.72670, -2.37109], [0.28045, -4.99485, -1.36281], [0.38597, -4.38670, -0.11987], [1.41247, -3.49102, 0.10227], [2.30555, -3.18551, -0.91111], [3.40517, -2.30371, -0.62545], [3.80980, -1.32458, -1.34106], [3.02455, -0.64048, -2.35056], [3.61450, -0.28745, -3.56833], [2.87689, 0.32299, -4.55851], [1.53899, 0.63001, -4.32060], [0.96256, 0.36554, -3.09183], [1.69668, -0.26959, -2.09787], [1.16789, -0.46285, -0.88017], [4.06792, -3.99291, -4.81689], [2.30180, -4.15610, -4.87368], [3.28766, -5.37076, -4.01284], [1.11677, -5.24096, -3.31928], [-0.51834, -5.70310, -1.54774], [-0.31983, -4.62140, 0.66626], [1.55392, -3.03211, 1.07304], [3.97813, -2.54686, 0.18276], [4.82057, -0.98215, -1.12946], [4.65643, -0.54293, -3.73970], [3.32926, 0.55274, -5.51431], [0.94565, 1.09822, -5.09649], [-0.06541, 0.62038, -2.88602], [-3.53638, 1.76507, 3.71571], [-2.34311, 1.27292, 3.02611], [-1.12251, 1.30717, 3.83377], [-2.29747, 1.12481, 1.71413], [-1.14067, 1.13882, 1.10969], [-3.41381, 0.96743, 0.99979], [-3.46699, 1.38672, -0.40354], [-4.55581, 0.17186, 1.47284], [-3.24064, 2.60473, 4.34141], [-3.97163, 0.99306, 4.34806], [-4.27621, 2.11415, 3.00445], [-1.31637, 0.81154, 4.78195], [-0.84062, 2.34326, 4.03070], [-0.30955, 0.80682, 3.33167], [-2.54807, 1.88932, -0.68020], [-4.29918, 2.08003, -0.52535], [-3.62627, 0.53206, -1.05975], [-4.32665, -0.30587, 2.42091], [-4.75274, -0.60873, 0.73877], [-5.45427, 0.78099, 1.57885], [3.62349, -1.69925, 2.70312], [2.21351, -0.85560, 2.14101], [1.25308, -0.28036, 1.76538]], "lowdin_charge": [1.06, -0.53, -0.51, 0.84, -0.52, -0.48, 0.87, -0.50, -0.50, 0.85, 0.07, 0.08, 0.06, 0.08, 0.09, 0.04, 0.06, 0.08, 0.09, 0.05, 0.07, 0.08, -0.02, -0.68, -0.01, -0.05, 0.03, -0.09, 0.02, -0.19, 0.07, -0.51, 0.16, -0.13, 0.13, 0.10, 0.14, -0.04, -0.07, -0.22, 0.01, -0.03, -0.05, -0.02, -0.14, 0.16, 0.06, -0.13, -0.01, -0.06, -0.04, 0.00, -0.27, -0.22, 0.10, 0.10, 0.10, 0.11, 0.12, 0.12, 0.07, 0.10, 0.17, 0.13, 0.12, 0.12, 0.12, 0.00, -0.08, 0.00, -0.44, -0.18, -0.09, 0.00, 0.00, 0.10, 0.11, 0.09, 0.11, 0.10, 0.05, 0.08, 0.11, 0.09, 0.10, 0.10, 0.10, 0.75, -0.88, -0.07]}